{
  "formula": "C2H4N3",
  "method": "wB97M-V/def2-TZVPD",
  "charge": 1,
  "de_lowest_kcal_mol": 68.5,
  "e_lumo_ev": -4.7,
  "smiles": "N[C@@]12NC1=[NH+]2",
  "e_homo_ha": -0.54166,
  "energy_ha": -242.49029,
  "symbols": ["N", "N", "N", "C", "C", "H", "H", "H", "H"],
  "xyz": [[1.364, 0.845, -0.588], [1.339, -0.730, 0.683], [-0.893, 0.021, 0.112], [1.899, -0.342, -0.509], [0.399, 0.184, 0.248], [1.404, 1.534, -1.279], [-1.571, -0.526, 0.601], [1.029, -1.691, 0.976], [-1.391, 0.746, -0.421]],
  "lowdin_charge": [0.20, 0.17, 0.27, 0.00, -0.29, 0.15, 0.15, 0.19, 0.16]
}

***

{
  "formula": "C2H4N3O",
  "method": "wB97M-V/def2-TZVPD",
  "charge": 1,
  "de_lowest_kcal_mol": 16.3,
  "e_lumo_ev": -4.4,
  "e_homo_ha": -0.55495,
  "energy_ha": -317.81575,
  "symbols": ["O", "N", "N", "N", "C", "C", "H", "H", "H", "H"],
  "xyz": [[1.362, -0.456, -0.581], [-1.226, 0.611, 0.763], [-1.200, 0.487, -1.640], [2.008, -0.910, 1.592], [-1.043, 0.528, -0.386], [1.656, -0.762, 0.482], [2.047, -1.413, 2.474], [-1.279, -0.340, -2.272], [-0.859, 0.899, 1.596], [-1.465, 1.356, -2.028]],
  "lowdin_charge": [0.14, 0.39, 0.25, 0.24, -0.15, -0.45, 0.12, 0.20, 0.11, 0.15]
}

***

{
  "formula": "C2H4N3P3",
  "method": "wB97M-V/def2-TZVPD",
  "charge": 0,
  "de_lowest_kcal_mol": 0.0,
  "e_lumo_ev": -0.5,
  "e_homo_ha": -0.31005,
  "energy_ha": -1266.91259,
  "symbols": ["P", "P", "P", "N", "N", "N", "C", "C", "H", "H", "H", "H"],
  "xyz": [[1.280, 1.663, -0.154], [3.694, 0.091, 0.597], [1.605, -1.259, -0.834], [3.089, -0.980, -0.506], [0.598, -0.041, -0.162], [2.750, 1.465, 0.267], [-1.192, -1.467, 0.677], [-0.848, -0.337, 0.081], [-2.233, -1.712, 1.156], [-0.335, -2.067, 0.902], [-1.550, 0.352, -0.192], [4.826, 0.490, -0.210]],
  "lowdin_charge": [0.81, 0.59, 0.77, -0.66, -0.60, -0.66, -0.03, -0.31, 0.10, 0.01, 0.05, -0.07]
}

***

{
  "formula": "C2H4N4",
  "method": "wB97M-V/def2-TZVPD",
  "charge": 0,
  "de_lowest_kcal_mol": 95.6,
  "e_lumo_ev": 0.4,
  "smiles": "[H]/N=N/C(N)=C=N",
  "e_homo_ha": -0.31283,
  "energy_ha": -297.49194,
  "symbols": ["N", "N", "N", "N", "C", "C", "H", "H", "H", "H"],
  "xyz": [[1.288, -1.704, -0.337], [0.845, -0.040, 1.683], [-1.220, 0.855, -1.115], [0.032, 0.645, 1.027], [-0.298, 0.206, -0.276], [0.466, -0.830, -0.565], [-0.811, 1.614, -1.645], [1.023, 0.457, 2.556], [-1.995, 1.213, -0.571], [0.669, -2.417, -0.758]],
  "lowdin_charge": [0.18, 0.02, 0.06, -0.01, -0.42, -0.14, 0.07, 0.06, 0.08, 0.10]
}

***

{
  "formula": "C2H4N4",
  "method": "wB97M-V/def2-TZVPD",
  "charge": 0,
  "de_lowest_kcal_mol": 171.1,
  "e_lumo_ev": 0.1,
  "e_homo_ha": -0.28484,
  "energy_ha": -297.37172,
  "symbols": ["N", "N", "N", "N", "C", "C", "H", "H", "H", "H"],
  "xyz": [[1.150, -0.951, -0.007], [-0.888, -0.001, -0.026], [1.954, 0.975, 0.001], [0.433, 0.248, 0.002], [2.306, -0.285, 0.008], [-2.140, 0.472, -0.006], [-2.924, -0.255, -0.010], [-0.860, -1.037, -0.034], [3.297, -0.696, 0.036], [-2.330, 1.529, 0.037]],
  "lowdin_charge": [-0.05, -0.01, 0.12, -0.13, -0.36, 0.07, 0.06, 0.14, 0.10, 0.07]
}

***

{
  "formula": "C2H4N4",
  "method": "wB97M-V/def2-TZVPD",
  "charge": 0,
  "de_lowest_kcal_mol": 67.0,
  "e_lumo_ev": 0.2,
  "smiles": "CN/N=N/C#N",
  "e_homo_ha": -0.35892,
  "energy_ha": -297.53755,
  "symbols": ["N", "N", "N", "N", "C", "C", "H", "H", "H", "H"],
  "xyz": [[-0.035, -0.692, 0.031], [0.381, 0.536, 0.226], [0.550, -1.592, 0.714], [-0.931, -3.603, 0.696], [-0.104, 1.607, -0.599], [-0.375, -2.592, 0.576], [-0.932, 1.233, -1.205], [-0.460, 2.433, 0.021], [1.222, 0.682, 0.793], [0.684, 1.987, -1.254]],
  "lowdin_charge": [-0.05, -0.08, 0.03, 0.13, -0.07, -0.36, 0.09, 0.08, 0.15, 0.08]
}

***

{
  "formula": "C2H4N4",
  "method": "wB97M-V/def2-TZVPD",
  "charge": 0,
  "de_lowest_kcal_mol": 68.4,
  "e_lumo_ev": 0.4,
  "smiles": "[H]/N=N/C(N)=C=N",
  "e_homo_ha": -0.31669,
  "energy_ha": -297.53529,
  "symbols": ["N", "N", "N", "N", "C", "C", "H", "H", "H", "H"],
  "xyz": [[-0.761, 2.167, -0.030], [-1.684, -0.949, -0.150], [1.784, -0.296, 0.120], [-0.464, -1.206, -0.229], [-0.168, 1.109, 0.079], [0.390, -0.095, -0.006], [1.972, -1.213, 0.509], [-2.178, -1.825, -0.356], [-1.150, 2.537, 0.836], [2.260, -0.228, -0.773]],
  "lowdin_charge": [0.17, 0.04, 0.05, -0.03, -0.11, -0.41, 0.07, 0.05, 0.08, 0.08]
}

***

{
  "formula": "C2H4N4",
  "method": "wB97M-V/def2-TZVPD",
  "charge": 0,
  "de_lowest_kcal_mol": 54.7,
  "e_lumo_ev": 1.0,
  "smiles": "Nn1cncn1",
  "e_homo_ha": -0.35177,
  "energy_ha": -297.55712,
  "symbols": ["N", "N", "N", "N", "C", "C", "H", "H", "H", "H"],
  "xyz": [[-1.775, 0.042, 0.184], [0.367, -1.095, -0.277], [1.576, 0.751, 0.133], [-0.395, -0.044, -0.212], [1.604, -0.667, 0.116], [0.376, 1.103, -0.140], [2.396, -1.264, 0.181], [-2.333, -0.249, -0.584], [-1.864, -0.653, 0.995], [0.047, 2.076, -0.395]],
  "lowdin_charge": [0.10, 0.06, 0.05, -0.26, -0.12, -0.17, 0.05, 0.06, 0.12, 0.11]
}

***

{
  "formula": "C2H4N4",
  "method": "wB97M-V/def2-TZVPD",
  "charge": 0,
  "de_lowest_kcal_mol": 114.3,
  "e_lumo_ev": [0.4, 0.4],
  "e_homo_ha": [-0.28298, -0.28296],
  "energy_ha": -297.46220,
  "symbols": ["N", "N", "N", "N", "C", "C", "H", "H", "H", "H"],
  "xyz": [[0.279, -1.286, -0.478], [1.653, 0.340, 0.604], [1.113, -0.953, 0.775], [-1.520, 0.078, 0.159], [-0.254, -0.072, -0.205], [0.798, 0.995, -0.094], [-1.789, 0.900, 0.681], [-2.075, -0.760, 0.276], [0.939, -1.254, -1.258], [0.857, 2.011, -0.460]],
  "lowdin_charge": [0.02, -0.02, -0.06, 0.20, -0.44, -0.14, 0.12, 0.12, 0.10, 0.08]
}

***

{
  "formula": "C2H4N4",
  "method": "wB97M-V/def2-TZVPD",
  "charge": 0,
  "de_lowest_kcal_mol": 16.6,
  "e_lumo_ev": 1.0,
  "smiles": "[H]/N=c1/[nH]cn[nH]1",
  "e_homo_ha": -0.30036,
  "energy_ha": -297.61783,
  "symbols": ["N", "N", "N", "N", "C", "C", "H", "H", "H", "H"],
  "xyz": [[1.557, 0.624, -0.004], [0.082, -1.003, 0.078], [0.268, 1.116, -0.112], [-1.971, -0.007, -0.090], [-0.699, 0.130, -0.055], [1.403, -0.652, 0.109], [-0.437, -1.861, 0.160], [0.144, 2.112, -0.183], [-2.516, 0.840, -0.111], [2.230, -1.342, 0.214]],
  "lowdin_charge": [0.04, 0.10, 0.04, 0.08, -0.50, -0.19, 0.15, 0.14, 0.02, 0.12]
}

***

{
  "formula": "C2H4N4O",
  "method": "wB97M-V/def2-TZVPD",
  "charge": 0,
  "de_lowest_kcal_mol": 102.0,
  "e_lumo_ev": 0.2,
  "smiles": "[H]/N=c1/cn[nH]n1O",
  "e_homo_ha": -0.34142,
  "energy_ha": -372.73777,
  "symbols": ["O", "N", "N", "N", "N", "C", "C", "H", "H", "H", "H"],
  "xyz": [[-1.179, 1.488, -0.489], [-1.258, -0.839, 0.048], [1.741, 1.003, -0.320], [-0.303, -1.570, 0.727], [-0.568, 0.239, -0.661], [0.842, -1.017, 0.744], [0.780, 0.210, -0.062], [1.648, 1.762, -1.053], [-1.634, 1.510, 0.461], [-1.739, -1.340, -0.678], [1.670, -1.444, 1.285]],
  "lowdin_charge": [-0.06, -0.01, 0.14, 0.04, -0.13, -0.08, -0.38, 0.09, 0.16, 0.12, 0.11]
}

***

{
  "formula": "C2H4N4O",
  "method": "wB97M-V/def2-TZVPD",
  "charge": 0,
  "de_lowest_kcal_mol": 75.9,
  "e_lumo_ev": 0.4,
  "smiles": "Nc1n[nH][nH]c1=O",
  "e_homo_ha": -0.32009,
  "energy_ha": -372.77935,
  "symbols": ["O", "N", "N", "N", "N", "C", "C", "H", "H", "H", "H"],
  "xyz": [[-0.969, 1.984, -0.233], [-1.828, -0.962, -0.094], [0.586, -1.202, -0.335], [1.620, -0.383, -0.020], [1.124, 0.952, 0.024], [-0.452, -0.343, -0.237], [-0.232, 1.002, -0.226], [2.496, -0.443, -0.448], [1.727, 1.535, 0.519], [-1.560, -1.857, 0.474], [-2.512, -0.282, 0.575]],
  "lowdin_charge": [0.05, 0.03, 0.11, -0.04, 0.13, -0.31, -0.48, 0.12, 0.13, 0.10, 0.16]
}

***

{
  "formula": "C2H4N4O",
  "method": "wB97M-V/def2-TZVPD",
  "charge": 0,
  "de_lowest_kcal_mol": 84.2,
  "e_lumo_ev": [0.0, -1.0],
  "e_homo_ha": [-0.30720, -0.31624],
  "multiplicity": 3,
  "energy_ha": -372.53137,
  "symbols": ["O", "N", "N", "N", "N", "C", "C", "H", "H", "H", "H"],
  "xyz": [[1.350, -0.417, -3.866], [0.729, -0.620, -2.882], [-0.697, -1.335, -1.306], [-0.037, -1.286, -2.290], [1.129, 0.879, -1.325], [0.171, 0.786, -0.354], [-0.174, -0.723, -0.166], [0.813, -1.052, 0.060], [0.644, 1.009, 0.678], [-0.796, -0.827, 0.636], [-0.793, 1.273, -0.710]],
  "lowdin_charge": [0.07, -0.15, 0.00, 0.02, 0.17, -0.33, -0.24, 0.10, 0.15, 0.08, 0.14]
}

***

{
  "formula": "C2H4N4O2",
  "method": "wB97M-V/def2-TZVPD",
  "charge": 0,
  "de_lowest_kcal_mol": 131.1,
  "e_lumo_ev": -0.5,
  "smiles": "[H]/N=c1/c(=O)o[nH]n1N",
  "e_homo_ha": -0.35386,
  "energy_ha": -447.89352,
  "symbols": ["O", "O", "N", "N", "N", "N", "C", "C", "H", "H", "H", "H"],
  "xyz": [[0.523, 0.725, 1.280], [-1.331, 2.071, 0.822], [0.659, -0.486, -0.484], [1.234, -1.669, -1.116], [-1.708, -0.802, -1.020], [1.580, 0.058, 0.570], [-0.683, 0.984, 0.506], [-0.696, -0.181, -0.388], [1.375, -1.582, -2.245], [-1.515, -1.924, -1.359], [1.735, -0.896, 1.105], [0.791, -2.491, -0.675]],
  "lowdin_charge": [-0.06, 0.07, -0.18, 0.04, 0.09, 0.09, -0.24, -0.34, 0.17, 0.12, 0.16, 0.08]
}

***

{
  "formula": "C2H4N4O2",
  "method": "wB97M-V/def2-TZVPD",
  "charge": 0,
  "de_lowest_kcal_mol": 58.2,
  "e_lumo_ev": 0.4,
  "smiles": "Nc1nc(=O)n(O)[nH]1",
  "e_homo_ha": -0.34550,
  "energy_ha": -448.00964,
  "symbols": ["O", "O", "N", "N", "N", "N", "C", "C", "H", "H", "H", "H"],
  "xyz": [[-1.181, 2.012, -0.429], [-2.603, -0.111, 0.181], [-0.581, -1.275, 0.354], [1.814, -1.320, -0.097], [-0.692, 1.089, 0.360], [0.601, 0.662, -0.200], [0.558, -0.721, 0.098], [-1.426, -0.098, 0.435], [1.360, 1.093, 0.384], [-2.216, 1.777, -0.511], [2.103, -2.314, 0.412], [2.264, -0.794, -0.987]],
  "lowdin_charge": [-0.01, 0.09, 0.20, 0.06, -0.16, 0.11, -0.49, -0.48, 0.16, 0.18, 0.19, 0.16]
}

***

{
  "formula": "C2H4N4O2",
  "method": "wB97M-V/def2-TZVPD",
  "charge": 0,
  "de_lowest_kcal_mol": 87.1,
  "e_lumo_ev": 0.3,
  "smiles": "[H]/N=c1/c(=O)o[nH]n1N",
  "e_homo_ha": -0.34508,
  "energy_ha": -447.96357,
  "symbols": ["O", "O", "N", "N", "N", "N", "C", "C", "H", "H", "H", "H"],
  "xyz": [[2.087, 1.916, 0.633], [0.975, 1.249, -1.156], [0.517, -0.303, 1.984], [-0.118, -0.504, -0.244], [-1.403, -0.982, 0.138], [-0.089, 0.383, -1.412], [1.453, 1.129, 0.048], [0.576, 0.061, 0.732], [-1.653, -1.711, -0.407], [-2.115, -0.165, 0.023], [0.181, -0.149, -2.336], [-0.410, -0.924, 1.995]],
  "lowdin_charge": [0.18, 0.06, 0.14, -0.15, 0.09, 0.05, -0.47, -0.36, 0.03, 0.15, 0.18, 0.09]
}

***

{
  "formula": "C2H4N4O2",
  "method": "wB97M-V/def2-TZVPD",
  "charge": 0,
  "de_lowest_kcal_mol": 178.8,
  "e_lumo_ev": 0.2,
  "smiles": "Nn1onc/c1=N/O",
  "e_homo_ha": -0.30324,
  "energy_ha": -447.81750,
  "symbols": ["O", "O", "N", "N", "N", "N", "C", "C", "H", "H", "H", "H"],
  "xyz": [[2.081, 0.513, -0.431], [-1.652, -1.164, 0.305], [-2.434, 0.112, 0.205], [-0.315, -0.687, -0.097], [0.904, 1.100, 0.000], [0.642, -1.733, 0.129], [-1.658, 1.217, -0.028], [-0.235, 0.607, -0.101], [1.250, -1.963, -0.640], [-2.238, 2.253, 0.010], [2.459, 1.348, -0.448], [1.195, -1.603, 1.096]],
  "lowdin_charge": [-0.04, -0.05, 0.07, -0.13, -0.02, 0.09, 0.03, -0.40, 0.08, 0.16, 0.05, 0.16]
}

***

{
  "formula": "C2H4N4O2",
  "method": "wB97M-V/def2-TZVPD",
  "charge": 0,
  "de_lowest_kcal_mol": 75.3,
  "e_lumo_ev": 0.4,
  "smiles": "[H]/N=c1\\nc(O)n(O)[nH]1",
  "e_homo_ha": -0.35884,
  "energy_ha": -447.98235,
  "symbols": ["O", "O", "N", "N", "N", "N", "C", "C", "H", "H", "H", "H"],
  "xyz": [[-1.598, 1.545, -0.073], [-1.800, -1.355, 0.170], [0.533, -1.178, 0.134], [0.677, 1.147, 0.312], [-0.771, -0.603, -0.471], [2.683, -0.021, -0.119], [1.472, -0.123, 0.021], [-0.555, 0.796, -0.101], [2.819, 1.009, 0.148], [-1.301, -1.175, 1.045], [0.758, -1.954, -0.473], [-2.451, 1.141, -0.009]],
  "lowdin_charge": [0.16, -0.02, 0.10, 0.17, -0.09, 0.13, -0.50, -0.43, 0.09, 0.14, 0.13, 0.12]
}

***

{
  "formula": "C2H4N4O2",
  "method": "wB97M-V/def2-TZVPD",
  "charge": 0,
  "de_lowest_kcal_mol": 105.0,
  "e_lumo_ev": 0.2,
  "smiles": "[H]/N=c1/c(O)n[nH]n1O",
  "e_homo_ha": -0.30150,
  "energy_ha": -447.93513,
  "symbols": ["O", "O", "N", "N", "N", "N", "C", "C", "H", "H", "H", "H"],
  "xyz": [[-0.279, -2.358, 0.682], [0.611, 1.942, -0.990], [-0.280, -0.183, 1.539], [-0.229, 1.092, 1.048], [-0.185, 1.084, -0.286], [0.328, -0.648, -1.818], [0.069, -0.300, -0.658], [-0.109, -1.056, 0.555], [-0.058, 2.814, -0.966], [-0.913, -2.636, 1.538], [0.635, 1.600, 1.358], [0.490, 0.271, -2.236]],
  "lowdin_charge": [0.06, -0.02, 0.11, -0.07, -0.22, 0.18, -0.34, -0.36, 0.22, 0.23, 0.16, 0.05]
}

***

{
  "formula": "C2H4N4O2",
  "method": "wB97M-V/def2-TZVPD",
  "charge": 0,
  "de_lowest_kcal_mol": 103.4,
  "e_lumo_ev": 0.2,
  "smiles": "Nn1c(=O)ncn1O",
  "e_homo_ha": -0.33815,
  "energy_ha": -447.93769,
  "symbols": ["O", "O", "N", "N", "N", "N", "C", "C", "H", "H", "H", "H"],
  "xyz": [[-1.117, -0.206, -1.898], [1.002, 0.387, 2.157], [1.175, -1.365, -0.019], [-0.688, 0.140, -0.704], [-0.500, 1.677, 0.970], [-0.133, -0.633, 0.371], [0.238, 0.563, 1.276], [-0.974, 1.291, -0.248], [1.918, -0.804, 0.441], [0.868, -2.065, 0.611], [-1.651, 1.855, -0.821], [-0.137, -0.839, -2.135]],
  "lowdin_charge": [0.02, 0.09, 0.10, -0.25, 0.15, 0.03, -0.55, -0.13, 0.08, 0.06, 0.13, 0.27]
}